[1]
The molecule C23H26N2O6S2, computed with wB97M-V/def2-TZVPD.

Last column: natural (NBO) charge in e.
Element x y z (Å)
C 1.99801 4.92682 -0.07122  -0.620
C 1.22209 3.72598 -0.58918  -0.066
H 0.42885 4.05032 -1.27513  0.182
H 1.89449 3.03992 -1.12195  0.167
O 0.65050 3.07078 0.53031  -0.500
C -0.12507 1.98142 0.32989  0.320
C -0.74094 1.45333 1.46658  -0.241
C -1.52840 0.32862 1.38055  -0.193
C -1.71579 -0.29851 0.15479  0.100
C -1.11353 0.22849 -0.97660  -0.192
C -0.32396 1.35857 -0.89762  -0.248
H 0.12491 1.74400 -1.79825  0.217
H -1.24927 -0.25666 -1.93196  0.215
N -2.48150 -1.49722 0.05774  -0.469
C -1.87459 -2.70277 -0.12931  0.684
O -2.48687 -3.73174 -0.31440  -0.599
C -0.38074 -2.57933 -0.06651  -0.116
C 0.37261 -2.63694 -1.23258  -0.181
C 1.72371 -2.33745 -1.19237  -0.189
C 2.30831 -2.01133 0.01468  -0.309
C 1.58750 -2.03378 1.19240  -0.200
C 0.23568 -2.31948 1.15292  -0.135
H -0.34642 -2.32336 2.06162  0.215
H 2.09300 -1.81587 2.11924  0.239
S 3.97736 -1.36980 0.03407  2.320
O 4.68620 -1.84867 -1.11745  -0.937
O 4.54603 -1.58434 1.33487  -0.938
N 3.58897 0.25390 -0.18942  -0.679
C 3.71219 1.09488 0.98820  -0.235
H 2.86130 1.78162 1.02475  0.200
H 3.71096 0.46670 1.87594  0.236
C 5.03036 1.84110 0.78473  -0.417
H 5.85565 1.17832 1.04670  0.214
H 5.09815 2.74879 1.38071  0.216
C 5.02347 2.11508 -0.72032  -0.421
H 6.02754 2.16880 -1.13512  0.222
H 4.51342 3.05627 -0.92852  0.200
C 4.22560 0.93614 -1.30844  -0.235
H 3.45167 1.27711 -2.00387  0.190
H 4.86124 0.21846 -1.82806  0.239
H 2.33394 -2.34147 -2.08135  0.242
H -0.10634 -2.88733 -2.16716  0.225
C -3.93639 -1.40755 0.01495  -0.106
C -4.43969 -0.85367 1.32693  -0.135
C -4.85994 0.39230 1.34701  -0.469
H -5.21681 0.96683 2.17741  0.254
S -4.76593 1.09936 -0.29975  2.150
O -3.64821 1.99616 -0.39903  -0.931
O -6.04577 1.60009 -0.71550  -0.931
C -4.42273 -0.50432 -1.10865  -0.663
H -5.36738 -0.83946 -1.52441  0.261
H -3.68747 -0.36006 -1.89145  0.257
H -4.37914 -1.49935 2.19044  0.227
H -4.27713 -2.44278 -0.12121  0.273
H -1.99409 -0.07230 2.26769  0.219
H -0.58418 1.95039 2.41042  0.227
H 2.45449 5.45873 -0.90116  0.216
H 1.32892 5.59960 0.45754  0.220
H 2.77421 4.60128 0.61628  0.211

Cartesian forces (eV/Å) of the 6 atoms listed first:
-0.27 -0.38 -0.05
0.17 0.25 -0.17
0.07 -0.12 0.03
-0.10 0.01 0.00
0.01 0.11 0.19
-0.19 -0.34 0.02

Gap between HOMO and LUMO ... 9.063 eV
LUMO level ... 0.350 eV
SMILES string ... CCOc1ccc(N(C(=O)c2ccc(S(=O)(=O)N3CCCC3)cc2)[C@H]2C=CS(=O)(=O)C2)cc1



[2]
A 4-piece molecular cluster, C3H14O4S overall, computed with wB97M-V/def2-TZVPD.

Last column: natural (NBO) charge in e.
Element x y z (Å)
C 0.06487 -1.97917 -0.19231  -0.078
O 0.30550 -2.19508 1.21929  -0.727
C 1.25371 -1.34156 -0.85519  -0.471
C 1.19090 0.10981 -1.37088  -0.526
S 0.74228 0.27588 -3.14076  -0.033
H -0.14380 -3.01536 -0.58967  0.180
H -0.87255 -1.40779 -0.27778  0.176
H -0.22399 -1.50469 1.65661  0.463
H 2.20577 -1.58404 -0.33557  0.241
H 1.43422 -1.94615 -1.76947  0.219
H 2.22945 0.56907 -1.26155  0.237
H 0.65127 0.79668 -0.71217  0.203
H -0.20727 -0.64155 -3.19596  0.112
H -1.63327 1.79406 0.31227  0.479
H -1.22585 2.92474 -0.60100  0.475
O -1.40327 2.73025 0.32265  -0.950
H -2.88350 0.36938 2.12839  0.483
H -2.82314 -1.11200 1.61511  0.482
O -2.80201 -0.17186 1.32507  -0.962
H 1.75245 1.92411 2.39288  0.466
H 0.84117 2.63277 1.33894  0.484
O 1.54706 2.77246 1.99107  -0.951

Cartesian forces (eV/Å) of the 6 atoms listed first:
-0.66 -1.28 0.84
-0.75 0.90 0.04
1.14 -0.81 -1.98
1.68 0.59 0.90
0.46 0.55 0.46
0.33 1.13 0.14

Gap between HOMO and LUMO ... 9.470 eV
LUMO level ... 0.126 eV
Energy above the lowest of the compared OMol25 structures with the same formula, charge and spin ... 96.7 kJ/mol
SMILES string ... OCCCS.O.O.O



[3]
C9H11BCl27FS2 as an isolated structure, computed with wB97M-V/def2-TZVPD.

Last column: natural (NBO) charge in e.
Element x y z (Å)
F 1.77035 -1.93240 -2.79745  -0.519
B 3.11763 -2.35386 -3.28473  0.751
S 3.41487 -4.13670 -3.91357  -0.349
S 4.65645 -1.23407 -3.31100  -0.318
H 3.90147 -4.79843 -2.75099  0.204
H 5.53976 -1.86120 -2.37447  0.207
C -0.67913 -0.94161 -0.41293  -0.279
Cl -1.80631 0.28597 -1.01465  0.010
Cl 0.94575 -0.25864 -0.23166  0.015
Cl -1.24902 -1.60839 1.12649  0.018
H -0.63195 -1.75333 -1.14337  0.239
C 3.58527 -8.20356 -4.23064  -0.285
Cl 3.80249 -6.63306 -5.02179  0.033
Cl 2.75072 -8.00870 -2.67980  0.013
Cl 2.69032 -9.31226 -5.28374  0.017
H 4.57236 -8.63204 -4.03903  0.231
C 2.03934 3.53096 1.26495  -0.283
Cl 3.48848 4.22680 0.51973  0.017
Cl 2.40042 2.94269 2.89685  0.020
Cl 0.72898 4.72268 1.30898  0.011
H 1.71320 2.68284 0.65751  0.235
C -4.59557 2.13770 1.46462  -0.283
Cl -5.72275 3.36528 0.86290  0.006
Cl -2.97069 2.82067 1.64589  0.020
Cl -5.16546 1.47093 3.00405  0.019
H -4.54839 1.32599 0.73418  0.233
C 8.46107 -0.32977 -5.15375  -0.281
Cl 8.33751 -2.07164 -4.85346  0.016
Cl 7.37286 0.56540 -4.07950  0.021
Cl 10.13230 0.22050 -4.94548  0.019
H 8.16105 -0.13632 -6.18681  0.232
C -0.73474 -8.92567 -0.51663  -0.281
Cl -1.76440 -9.09049 0.91591  0.020
Cl 0.64937 -7.87504 -0.17031  0.015
Cl -0.18517 -10.51515 -1.07407  0.021
H -1.32479 -8.46628 -1.31378  0.232
C -6.09669 7.05613 1.88378  -0.283
Cl -6.08181 8.07685 0.43551  0.015
Cl -5.21070 7.83731 3.20451  0.017
Cl -7.76077 6.69938 2.37647  0.015
H -5.59842 6.11296 1.64543  0.235
C 1.13010 8.48294 2.84571  -0.283
Cl 1.14498 9.50366 1.39745  0.016
Cl 2.01609 9.26413 4.16644  0.016
Cl -0.53398 8.12619 3.33840  0.017
H 1.62837 7.53977 2.60736  0.233
C -7.49317 -0.07023 6.01839  -0.283
Cl -8.62035 1.15735 5.41668  0.020
Cl -5.86829 0.61274 6.19966  0.019
Cl -8.06306 -0.73701 7.55782  0.018
H -7.44599 -0.88195 5.28795  0.231

Cartesian forces (eV/Å) of the 6 atoms listed first:
4.26 -1.07 -1.94
-1.54 -0.06 2.05
-0.40 0.88 1.74
-0.49 -0.17 1.24
-0.72 1.21 -1.25
-1.48 0.23 -1.44

Gap between HOMO and LUMO ... 8.508 eV
LUMO level ... -0.948 eV



Question: Which of these has the highest gap between HOMO and LUMO?
Answer: C3H14O4S



Question: Which value of gap between HOMO and LUMO does entry 2 give?
Answer: 9.470 eV



Question: Number 3 is which compound?
Answer: C9H11BCl27FS2